Entry 1:
The following is a DFT calculation (ωB97M-V/def2-TZVPD) of the ion C5H8N with charge +1.

```
14
Properties=species:S:1:pos:R:3:forces:R:3:lowdin_charge:R:1
C -1.6342 -2.3105 0.8128 -0.46 -0.84 0.48 0.260
C -1.3515 -1.0883 0.7045 -1.15 4.79 -0.24 -0.191
C 1.1181 -0.5975 -0.0279 0.83 -1.08 1.44 -0.013
C -0.3351 -0.5387 -0.1258 1.95 -0.44 0.87 -0.094
C 0.3962 1.7664 -0.9483 2.41 -0.93 -0.16 0.038
N 0.4432 0.6976 0.1208 -1.44 1.60 1.85 -0.093
H -1.8867 -3.3127 0.8362 -0.29 -1.40 0.15 0.057
H -1.9261 -0.1151 1.0560 0.23 -2.26 0.16 0.170
H 1.7774 -1.0195 0.8395 -1.71 0.90 -1.42 0.189
H 1.5841 -0.6509 -0.9527 1.26 -0.13 -1.60 0.103
H -0.2618 1.5338 -1.8157 0.49 -0.01 0.94 0.124
H 0.1131 2.6140 -0.3667 -0.40 0.95 -0.33 0.086
H 1.4962 1.8419 -1.2305 -1.57 0.38 -0.17 0.129
H 0.4672 1.1795 1.0977 -0.15 -1.54 -1.99 0.235
```
Positions in Å, forces in eV/Å.

Kohn-Sham gap (alpha / beta) in eV: 8.9 / 6.8
Strongest force on any atom in eV Å⁻¹: 4.9
Charge: +1
Energy above the lowest of the compared OMol25 structures with the same formula, charge and spin in kcal/mol: 166.45
LUMO (alpha / beta) in eV: -4.6 / -6.1

Entry 2:
The following is a DFT calculation (ωB97M-V/def2-TZVPD) of a cluster of 12 separate species, C32H88O12 in total.

```
132
Properties=species:S:1:pos:R:3:forces:R:3:lowdin_charge:R:1
C -2.9271 -4.6005 3.8893 -0.05 -1.13 1.13 -0.039
C -1.5487 -5.1297 3.4761 -0.22 0.18 -1.37 -0.455
C -1.2960 -5.0008 1.9638 0.43 0.87 0.39 -0.039
O -0.5773 -4.3809 4.1935 -0.16 0.48 0.29 -0.059
H -3.1222 -3.5302 3.9562 0.66 0.12 -0.43 0.051
H -3.0284 -4.9706 4.9095 -0.35 0.17 0.24 0.082
H -3.7651 -5.0340 3.3434 0.27 -0.12 -0.29 0.086
H -1.3809 -6.1619 3.7836 -0.68 -0.25 -0.03 0.135
H -0.2968 -5.3554 1.7108 -0.07 -0.45 -0.13 0.068
H -1.2292 -3.9329 1.7562 -0.19 0.26 -0.09 0.068
H -2.0596 -5.3967 1.2942 0.05 -0.34 0.29 0.086
H 0.3049 -4.6823 3.9644 0.13 -0.02 -0.11 0.110
C -3.0792 -0.8011 -3.1560 -0.02 0.36 0.75 -0.057
C -3.6355 -0.9168 -4.5813 -0.73 0.66 1.40 -0.511
C -3.4811 0.3404 -5.4240 0.66 -0.55 -0.12 -0.040
O -3.0404 -2.0018 -5.2130 0.79 -0.67 -1.07 -0.040
H -2.0121 -0.9927 -3.0431 0.26 0.19 -0.62 0.065
H -3.5087 -1.5046 -2.4428 -0.43 -0.35 -0.25 0.068
H -3.2665 0.1659 -2.6891 -0.05 0.25 -0.21 0.075
H -4.7005 -1.1360 -4.5050 -0.36 0.15 0.17 0.129
H -3.8970 0.1526 -6.4139 0.01 0.09 -0.01 0.081
H -2.4110 0.5187 -5.5293 0.10 0.21 -0.17 0.066
H -3.9364 1.2362 -5.0016 -0.11 -0.24 0.17 0.083
H -3.0039 -2.7332 -4.5923 -0.03 -0.09 -0.01 0.092
C 2.6288 4.7463 -0.2417 -0.93 -0.24 0.62 -0.053
C 1.9489 5.4104 -1.4360 1.47 -0.11 0.05 -0.467
C 2.4939 6.8117 -1.5576 -0.49 0.59 0.69 -0.059
O 2.3389 4.6575 -2.5679 -0.03 -0.35 -0.92 -0.073
H 2.2488 5.1192 0.7094 -0.25 -0.04 0.08 0.073
H 3.7040 4.9137 -0.1777 0.09 -0.02 -0.51 0.086
H 2.4180 3.6797 -0.3186 0.18 -0.04 0.28 0.058
H 0.8616 5.3374 -1.4160 0.04 0.19 0.26 0.148
H 3.5826 6.8149 -1.6100 0.10 -0.26 -0.22 0.083
H 2.2808 7.2624 -0.5883 -0.12 0.58 -0.11 0.083
H 2.0991 7.4209 -2.3708 -0.14 -0.14 0.06 0.086
H 3.2738 4.8355 -2.6938 0.20 -0.14 -0.18 0.100
C -0.6229 4.1827 2.4973 -0.34 0.81 0.96 -0.045
C -1.4376 4.9303 3.6130 2.16 -0.91 -1.40 -0.513
C -1.0820 6.3978 3.7947 0.13 0.18 0.32 -0.053
O -2.7694 4.7656 3.2664 -1.12 0.11 0.19 -0.034
H -0.8904 3.1268 2.5365 0.13 -0.02 -0.04 0.058
H 0.4335 4.3239 2.7257 0.13 -0.21 -0.15 0.069
H -0.8247 4.5527 1.4921 -0.11 0.18 0.06 0.078
H -1.2077 4.3471 4.5047 -0.02 0.18 0.50 0.123
H -1.1236 6.9453 2.8531 -0.29 -0.01 0.00 0.083
H -0.1114 6.6203 4.2380 0.32 -0.55 -0.15 0.076
H -1.7575 6.8327 4.5313 -0.39 0.18 -0.21 0.073
H -3.2497 5.0697 4.0400 -0.59 0.01 -0.11 0.091
C -3.8521 0.2552 2.0019 0.51 -0.25 -0.95 -0.038
C -4.5311 -0.6733 0.9880 -0.81 -0.17 0.36 -0.482
C -4.9762 -1.9297 1.7132 -0.17 0.03 0.14 -0.054
O -5.7177 -0.0561 0.4664 0.01 -0.05 0.07 -0.056
H -4.4640 0.3062 2.9024 0.10 0.08 -0.02 0.085
H -3.6901 1.2540 1.5965 -0.20 0.11 -0.01 0.079
H -2.8531 -0.1248 2.2161 0.02 -0.12 0.36 0.057
H -3.9604 -0.9777 0.1107 0.72 0.25 0.21 0.108
H -5.4898 -2.6474 1.0735 0.08 0.08 -0.12 0.083
H -5.6700 -1.6216 2.4954 -0.10 -0.10 0.09 0.085
H -4.1298 -2.4190 2.1952 0.07 -0.02 -0.08 0.059
H -5.4106 0.6063 -0.1569 -0.18 0.19 -0.06 0.080
C 0.9818 -1.5176 -4.6145 -0.36 0.28 0.14 -0.064
C 0.6525 -2.4196 -5.7840 -0.42 1.50 -0.24 -0.512
C 0.4966 -1.6489 -7.1242 -0.40 -0.25 0.94 -0.038
O 1.6261 -3.4070 -5.9524 0.19 -0.77 0.05 -0.038
H 0.1450 -0.8223 -4.5472 0.08 0.32 0.24 0.060
H 1.9127 -0.9557 -4.6897 0.08 -0.01 -0.16 0.086
H 0.9896 -2.1144 -3.7024 0.15 0.03 0.08 0.064
H -0.2970 -2.8324 -5.4434 -0.02 -0.74 -0.69 0.124
H -0.3399 -0.9501 -7.1264 -0.17 -0.12 0.16 0.068
H 0.3384 -2.3841 -7.9132 0.20 0.20 -0.13 0.079
H 1.3789 -1.0276 -7.2780 0.25 -0.21 -0.26 0.078
H 2.3934 -2.9231 -6.2665 0.35 -0.21 -0.06 0.087
C 1.4740 -6.0883 -1.3213 0.27 -0.35 -1.11 -0.062
C 2.5942 -5.1898 -0.8903 -0.18 1.85 0.83 -0.492
C 2.0757 -3.7442 -0.7178 -0.58 -0.02 -0.37 -0.042
O 3.0593 -5.5861 0.3858 0.45 -0.04 0.50 -0.050
H 1.8141 -7.1191 -1.4209 0.04 -0.19 0.34 0.077
H 1.2112 -5.8284 -2.3467 -0.48 0.20 0.02 0.083
H 0.6186 -6.0366 -0.6478 0.05 0.06 -0.07 0.072
H 3.3959 -5.0983 -1.6231 0.25 -0.61 -0.09 0.135
H 2.6744 -2.9434 -0.2838 0.68 -0.65 0.30 0.073
H 1.1543 -3.7796 -0.1365 -0.15 0.06 0.01 0.056
H 1.8501 -3.3353 -1.7027 -0.35 -0.17 -0.20 0.068
H 3.4705 -6.4521 0.3363 0.00 -0.11 -0.12 0.084
C -0.7831 -1.1529 0.0467 -0.72 0.25 -1.44 -0.021
C 0.2945 -0.2023 -0.5333 -1.07 0.81 1.05 -0.426
C 0.0036 1.3217 -0.4414 -0.29 -0.56 -0.31 -0.031
O 1.4298 -0.3960 0.2562 1.13 -0.54 -0.28 -0.082
H -0.5221 -2.1759 -0.2244 0.20 -0.07 0.33 0.065
H -1.7428 -0.9902 -0.4437 -0.16 0.17 -0.25 0.047
H -1.0284 -1.0723 1.1057 0.65 0.19 0.12 0.062
H 0.5118 -0.4563 -1.5707 0.05 -0.14 -0.03 0.125
H 0.9380 1.8243 -0.6912 -0.15 0.12 -0.45 0.050
H -0.2251 1.6866 0.5599 -0.22 -0.49 0.20 0.061
H -0.8135 1.6050 -1.1049 0.09 0.23 -0.12 0.070
H 1.0589 -0.1880 1.1169 0.46 0.09 1.14 0.036
C 4.1559 1.2999 -1.2154 0.14 0.12 -0.46 -0.053
C 4.9438 0.6278 -0.1173 -0.14 0.16 0.28 -0.483
C 5.1783 1.4519 1.1234 -0.05 -0.29 1.10 -0.062
O 4.2286 -0.5697 0.2259 1.36 0.38 -0.11 -0.056
H 3.1045 1.4303 -0.9593 -0.01 -0.06 0.10 0.053
H 4.2380 0.6111 -2.0562 -0.34 0.18 -0.25 0.087
H 4.5519 2.2681 -1.5216 0.14 0.06 0.05 0.076
H 5.9329 0.4374 -0.5340 -0.01 -0.82 0.02 0.134
H 5.8287 2.3167 0.9923 -0.43 0.29 -0.22 0.080
H 5.6572 0.8728 1.9129 0.42 -0.46 -0.28 0.077
H 4.2355 1.6490 1.6338 -0.28 0.80 -0.34 0.062
H 3.3478 -0.2352 0.4100 -0.74 -0.44 -0.10 0.026
C 0.6578 1.4685 4.8022 -0.82 0.35 -0.39 -0.048
C 1.3717 1.1606 3.4790 0.64 -1.34 2.10 -0.445
C 2.5455 0.2166 3.7843 0.52 0.92 -0.29 -0.032
O 0.5248 0.3767 2.6790 -0.94 0.80 -1.06 -0.086
H 0.4402 0.5625 5.3677 0.20 -0.20 -0.12 0.069
H -0.3091 1.8760 4.5068 -0.21 0.23 0.26 0.061
H 1.1219 2.1654 5.5001 0.35 0.08 -0.33 0.086
H 1.6004 2.0908 2.9589 0.24 -0.22 -0.18 0.131
H 2.1613 -0.7335 4.1556 -0.17 0.02 -0.09 0.088
H 3.2053 0.6063 4.5596 0.20 0.13 -0.11 0.084
H 3.0970 0.0436 2.8602 0.22 -0.21 0.16 0.060
H 0.1803 -0.3472 3.2071 -0.31 -0.61 0.27 0.050
C 0.2628 2.3905 -3.7616 0.23 0.75 -0.20 -0.162
O 1.0096 3.2625 -4.5946 -0.12 -0.61 -0.82 -0.129
H -0.3910 3.0197 -3.1575 -0.26 -0.35 0.40 0.073
H -0.3453 1.7358 -4.3858 0.03 0.09 -0.10 0.063
H 0.9009 1.7688 -3.1336 0.04 -0.01 0.15 0.063
H 1.5618 3.8328 -4.0548 -0.03 0.05 0.44 0.022
C -1.6767 -1.1482 5.0224 -0.69 0.03 1.16 -0.164
O -0.8750 -1.6855 4.0210 0.06 0.83 -0.88 -0.132
H -1.2274 -1.3784 5.9885 -0.08 0.16 0.32 0.088
H -1.8340 -0.0714 4.9601 0.39 0.01 -0.38 0.076
H -2.6770 -1.5812 5.0196 -0.16 -0.12 -0.04 0.074
H -1.0926 -2.6197 3.9807 0.64 -0.58 -0.12 0.030
```
Positions in Å, forces in eV/Å.

Kohn-Sham gap in eV: 10.1
Strongest force on any atom in eV Å⁻¹: 2.7
Energy above the lowest of the compared OMol25 structures with the same formula, charge and spin in kcal/mol: 55.62
SMILES string: CC(C)O.CC(C)O.CC(C)O.CC(C)O.CC(C)O.CC(C)O.CC(C)O.CC(C)O.CC(C)O.CC(C)O.CO.CO
LUMO in eV: 0.5